{"formula": "C6H13N3O2", "method": "ωB97M-V/def2-TZVPD", "gap_ev": [8.442, 8.443], "homo_energy_ev": [-8.86, -8.86], "de_lowest_kj_mol": 301.8, "total_energy_ha": -551.05327, "e_lumo_ev": [-0.42, -0.42], "elements": ["C", "C", "C", "C", "C", "C", "N", "N", "N", "O", "O", "H", "H", "H", "H", "H", "H", "H", "H", "H", "H", "H", "H", "H"], "xyz": [[1.68, 0.23, 1.39], [-1.16, 0.88, 1.31], [0.65, -1.45, -1.21], [-1.86, -1.13, -1.06], [-0.57, 0.89, -1.43], [-0.45, -0.47, -0.68], [2.36, -0.61, 1.97], [-0.42, -0.07, 0.74], [1.94, 1.45, 0.92], [-0.72, 0.98, 2.67], [-2.04, 1.64, 0.96], [1.55, -1.02, -0.75], [0.42, -2.39, -0.87], [0.59, -1.35, -2.22], [-2.67, -0.36, -1.09], [-2.06, -1.77, -0.25], [-1.89, -1.76, -2.01], [-1.34, 1.52, -1.14], [0.37, 1.50, -1.48], [-0.76, 0.65, -2.56], [-0.20, 0.21, 3.01], [2.48, -1.61, 1.73], [2.84, 1.87, 1.05], [1.24, 2.17, 1.00]], "mulliken_charge": [0.326, 0.614, -1.753, -1.550, -1.624, 1.570, -0.553, -0.401, -0.274, -0.554, -0.587, 0.371, 0.434, 0.456, 0.345, 0.500, 0.317, 0.490, 0.298, 0.364, 0.365, 0.311, 0.289, 0.248]}


{"formula": "C6H13N3O5P3", "method": "ωB97M-V/def2-TZVPD", "gap_ev": 7.109, "charge": 1, "homo_energy_ev": -12.42, "de_lowest_kj_mol": 147.3, "total_energy_ha": -1800.74383, "e_lumo_ev": -5.31, "elements": ["C", "N", "C", "N", "N", "C", "P", "P", "O", "O", "O", "C", "C", "C", "P", "O", "O", "H", "H", "H", "H", "H", "H", "H", "H", "H", "H", "H", "H", "H"], "xyz": [[-1.49, 0.47, 3.02], [-1.49, -0.71, 2.12], [-1.42, -0.40, 0.72], [-0.01, -0.32, 0.21], [0.28, 0.85, -0.35], [1.51, 0.83, -0.84], [2.08, 2.40, -1.75], [0.55, 2.62, -3.32], [1.02, 3.43, -4.43], [0.16, 1.08, -3.73], [-0.77, 3.19, -2.55], [2.48, -0.21, -0.81], [2.09, -1.43, -0.19], [0.75, -1.41, 0.30], [0.27, -3.11, 1.07], [0.31, -2.94, 2.70], [-1.25, -3.55, 0.55], [-1.11, 1.40, 2.55], [-0.90, 0.29, 3.94], [-2.54, 0.66, 3.34], [-2.40, -1.15, 2.26], [-1.96, 0.56, 0.52], [-1.95, -1.15, 0.11], [1.98, 3.51, -0.86], [-0.31, 0.72, -2.96], [-1.08, 4.03, -2.94], [3.46, -0.08, -1.27], [2.75, -2.30, -0.12], [0.27, -3.82, 3.13], [-1.29, -3.46, -0.42]], "mulliken_charge": [-0.872, -0.127, -1.052, 0.936, -0.838, 0.198, -0.171, 0.934, -0.576, -0.468, -0.478, -0.310, -0.498, 0.656, 0.153, -0.432, -0.484, 0.296, 0.277, 0.328, 0.268, 0.514, 0.418, 0.115, 0.327, 0.335, 0.415, 0.432, 0.367, 0.337]}


{"formula": "C6H13N4", "method": "ωB97M-V/def2-TZVPD", "gap_ev": 9.163, "charge": 1, "homo_energy_ev": -12.43, "de_lowest_kj_mol": 272.2, "total_energy_ha": -455.10682, "e_lumo_ev": -3.27, "elements": ["C", "C", "C", "C", "C", "C", "N", "N", "N", "N", "H", "H", "H", "H", "H", "H", "H", "H", "H", "H", "H", "H", "H"], "xyz": [[-2.19, 1.36, -0.14], [-0.83, 1.04, 0.03], [-0.90, -0.35, -0.12], [-2.55, -2.16, -0.31], [2.87, 0.44, -0.97], [3.15, -0.33, 1.17], [-2.95, 0.23, -0.23], [-2.16, -0.82, -0.06], [0.17, 1.94, 0.20], [2.32, -0.04, 0.05], [-2.58, 2.33, -0.43], [-2.01, -2.62, -1.04], [-2.14, -2.55, 0.67], [-3.60, -2.20, -0.21], [3.89, 0.61, -0.95], [-0.08, -1.07, -0.07], [2.18, 0.69, -1.74], [3.10, -1.29, 1.47], [4.18, -0.17, 0.93], [2.89, 0.15, 2.11], [-3.94, 0.07, -0.50], [1.11, 1.76, 0.02], [0.08, 2.98, 0.10]], "mulliken_charge": [-0.430, 0.404, -0.473, -0.840, -0.396, -1.023, -0.216, 0.233, -0.393, -0.187, 0.407, 0.336, 0.365, 0.387, 0.290, 0.523, 0.314, 0.354, 0.316, 0.315, 0.288, 0.183, 0.243]}


{"formula": "C6H13NNaO4S", "method": "ωB97M-V/def2-TZVPD", "gap_ev": 9.690, "charge": 1, "homo_energy_ev": -13.62, "de_lowest_kj_mol": 313.4, "total_energy_ha": -1152.29145, "e_lumo_ev": -3.93, "elements": ["C", "C", "O", "C", "C", "O", "S", "O", "O", "C", "C", "N", "H", "H", "H", "H", "H", "H", "H", "H", "H", "H", "H", "H", "H", "Na"], "xyz": [[0.73, -0.56, -3.49], [-0.64, -0.81, -2.70], [-0.46, -0.23, -1.38], [-1.42, 0.81, -1.09], [-1.84, 0.64, 0.48], [-1.35, -0.66, 0.92], [-1.24, -0.77, 2.61], [-1.44, -2.24, 2.88], [0.34, -0.47, 3.16], [1.25, -0.01, 2.13], [2.40, 0.81, 2.89], [2.60, 2.06, 2.63], [0.85, 0.54, -3.74], [1.55, -0.84, -2.76], [0.78, -1.23, -4.40], [-1.54, -0.43, -3.26], [-0.74, -1.94, -2.62], [-0.93, 1.81, -1.21], [-2.37, 0.75, -1.68], [-1.34, 1.48, 1.07], [-2.95, 0.77, 0.58], [1.77, -0.87, 1.57], [0.80, 0.72, 1.40], [3.01, 0.28, 3.67], [1.94, 2.39, 1.92], [0.23, -2.00, 0.43]], "mulliken_charge": [-0.967, -0.302, -0.259, -0.515, -0.483, -0.394, 0.576, -0.464, -0.251, 0.136, -0.043, -0.581, 0.282, 0.228, 0.368, 0.306, 0.260, 0.250, 0.438, 0.376, 0.351, 0.102, 0.038, 0.359, 0.251, 0.939]}


{"formula": "C6H13NO", "method": "ωB97M-V/def2-TZVPD", "s_squared": 0.7640, "gap_ev": [4.479, 2.938], "charge": -1, "homo_energy_ev": [-1.15, -1.14], "de_lowest_kj_mol": 280.5, "multiplicity": 2, "total_energy_ha": -366.26659, "e_lumo_ev": [3.33, 1.80], "elements": ["O", "C", "N", "C", "C", "C", "C", "C", "H", "H", "H", "H", "H", "H", "H", "H", "H", "H", "H", "H", "H"], "xyz": [[-1.73, -0.81, -0.61], [-0.92, -1.09, 0.25], [0.74, 2.41, 0.08], [-0.38, 2.28, -0.79], [-1.13, 3.48, -1.40], [-0.65, -2.37, 0.87], [1.77, -2.40, 0.35], [0.72, -2.54, 1.49], [0.49, 2.45, 1.06], [0.02, 1.82, -1.72], [-1.18, 1.52, -0.56], [-1.53, 4.10, -0.57], [-0.38, 4.09, -1.94], [-1.97, 3.15, -2.02], [-1.28, -3.19, 0.51], [-0.27, -0.32, 0.73], [1.90, -3.34, -0.21], [1.52, -1.64, -0.39], [2.75, -2.16, 0.78], [0.71, -3.59, 1.79], [0.82, -1.82, 2.29]], "lowdin_spin": [0.211, 0.070, 0.001, 0.000, 0.000, 0.557, 0.041, 0.069, 0.000, 0.000, 0.000, 0.000, 0.000, 0.000, 0.030, -0.001, 0.000, 0.001, 0.005, 0.001, 0.014]}


{"formula": "C6H13NO", "method": "ωB97M-V/def2-TZVPD", "s_squared": 0.7603, "gap_ev": [2.385, 5.634], "charge": -1, "homo_energy_ev": [0.79, -2.52], "de_lowest_kj_mol": 149.1, "multiplicity": 2, "total_energy_ha": -366.31664, "e_lumo_ev": [3.18, 3.11], "elements": ["C", "C", "N", "C", "C", "C", "C", "H", "H", "H", "H", "H", "H", "H", "H", "H", "H", "H", "H", "H", "O"], "xyz": [[-1.20, -3.07, 0.87], [-1.10, -1.55, 1.13], [-0.59, 1.30, 0.99], [-1.23, 0.63, -0.03], [-1.46, -0.75, -0.06], [-0.62, 2.52, -1.50], [-1.38, 1.39, -1.28], [-0.85, -3.58, 1.77], [-2.23, -3.37, 0.69], [-0.63, -3.35, -0.02], [-0.10, -1.27, 1.47], [-1.81, -1.35, 1.99], [-0.45, 0.86, 1.88], [-0.65, 2.29, 1.06], [-1.93, -1.09, -0.97], [-0.52, 2.96, -2.50], [0.22, 2.75, -0.87], [-2.19, 1.00, -1.89], [5.77, 1.73, -1.24], [6.50, 0.51, -0.90], [6.43, 1.43, -0.59]], "lowdin_spin": [0.013, 0.053, 0.019, 0.091, 0.162, 0.270, 0.203, 0.002, 0.001, 0.004, 0.004, 0.023, 0.002, 0.006, 0.012, 0.035, 0.053, 0.009, 0.008, 0.004, 0.029]}


{"formula": "C6H13NO", "method": "ωB97M-V/def2-TZVPD", "gap_ev": 9.728, "homo_energy_ev": -8.79, "smiles": "CNCCCCC=O", "de_lowest_kj_mol": 151.7, "total_energy_ha": -366.37612, "e_lumo_ev": 0.94, "elements": ["O", "C", "C", "C", "C", "C", "N", "C", "H", "H", "H", "H", "H", "H", "H", "H", "H", "H", "H", "H", "H"], "xyz": [[-2.58, 0.58, 2.39], [-1.45, 0.91, 2.67], [-0.40, 1.29, 1.67], [-0.76, 1.12, 0.20], [-1.05, -0.37, -0.14], [0.19, -1.12, -0.57], [0.69, -0.71, -1.88], [2.08, -1.11, -2.10], [-1.15, 1.01, 3.73], [0.56, 0.78, 1.82], [-0.25, 2.33, 1.93], [-1.60, 1.73, -0.13], [0.09, 1.47, -0.39], [-1.77, -0.44, -0.96], [-1.52, -0.81, 0.73], [0.99, -1.04, 0.18], [-0.04, -2.18, -0.66], [0.61, 0.29, -1.96], [2.21, -1.37, -3.15], [2.84, -0.36, -1.85], [2.30, -1.99, -1.51]], "mulliken_charge": [-0.471, -0.044, -0.671, -0.554, -0.778, -0.456, -0.394, -0.922, 0.364, 0.296, 0.347, 0.355, 0.345, 0.351, 0.385, 0.304, 0.330, 0.255, 0.302, 0.279, 0.375]}


{"formula": "C6H13NO", "method": "ωB97M-V/def2-TZVPD", "gap_ev": 9.563, "homo_energy_ev": -8.49, "de_lowest_kj_mol": 548.0, "total_energy_ha": -366.22518, "e_lumo_ev": 1.08, "elements": ["C", "C", "C", "C", "N", "C", "C", "O", "H", "H", "H", "H", "H", "H", "H", "H", "H", "H", "H", "H", "H"], "xyz": [[-0.17, -0.34, -0.19], [-0.96, 1.37, 0.05], [-0.30, -0.74, -1.64], [-2.44, 1.14, 0.23], [1.70, -1.76, 0.33], [1.10, 0.01, 0.27], [2.02, 0.90, 0.53], [1.84, -2.09, 1.72], [1.30, -2.88, 1.85], [2.66, -1.68, 0.00], [-0.74, -0.95, 0.51], [-0.53, 1.89, 0.90], [-0.72, 1.90, -0.87], [0.02, -1.77, -1.76], [-1.34, -0.67, -1.96], [0.30, -0.10, -2.28], [1.83, 1.96, 0.46], [2.92, 0.56, 1.02], [-2.64, 0.59, 1.16], [-2.99, 2.08, 0.28], [-2.87, 0.57, -0.60]], "mulliken_charge": [0.449, -0.605, -1.288, -1.198, -0.505, 0.216, -0.839, -0.411, 0.318, 0.251, 0.215, 0.400, 0.348, 0.415, 0.346, 0.302, 0.322, 0.296, 0.321, 0.367, 0.280]}


{"formula": "C6H13NO", "method": "ωB97M-V/def2-TZVPD", "gap_ev": 10.167, "homo_energy_ev": -9.18, "smiles": "C=CN=C.CCCO", "de_lowest_kj_mol": 244.0, "total_energy_ha": -366.34096, "e_lumo_ev": 0.98, "elements": ["C", "O", "C", "C", "H", "H", "H", "H", "H", "H", "H", "H", "C", "C", "C", "N", "H", "H", "H", "H", "H"], "xyz": [[-2.68, 1.09, 0.50], [-2.63, 1.70, -0.79], [-1.50, 0.16, 0.64], [-1.50, -0.61, 1.95], [-2.65, 1.86, 1.29], [-3.62, 0.53, 0.62], [-3.46, 2.16, -0.92], [-1.51, -0.51, -0.23], [-0.59, 0.77, 0.58], [-2.38, -1.25, 2.05], [-0.63, -1.25, 2.02], [-1.47, 0.08, 2.79], [1.93, -0.58, -0.78], [2.41, 0.58, -0.36], [3.56, -1.52, -2.09], [2.72, -1.67, -1.17], [0.87, -0.77, -0.79], [3.47, 0.75, -0.32], [1.77, 1.37, 0.00], [4.21, -2.34, -2.37], [3.66, -0.57, -2.62]], "mulliken_charge": [-0.621, -0.519, 0.174, -1.269, 0.302, 0.347, 0.300, 0.279, -0.017, 0.349, 0.337, 0.321, 0.193, -0.754, -0.334, -0.422, 0.223, 0.291, 0.252, 0.258, 0.310]}


{"formula": "C6H13NO", "method": "ωB97M-V/def2-TZVPD", "gap_ev": 10.361, "homo_energy_ev": -9.52, "smiles": "CCC(=O)NC(C)C", "de_lowest_kj_mol": 213.7, "total_energy_ha": -366.35249, "e_lumo_ev": 0.85, "elements": ["C", "C", "C", "N", "C", "C", "C", "O", "H", "H", "H", "H", "H", "H", "H", "H", "H", "H", "H", "H", "H"], "xyz": [[1.43, 1.42, 0.71], [0.83, 2.79, 0.53], [0.34, 0.47, 0.65], [0.69, -0.76, 0.05], [-1.31, -0.87, -1.52], [-0.35, -1.62, -0.57], [-0.95, -2.20, 0.71], [-0.79, 0.67, 1.04], [1.80, 1.37, 1.65], [2.24, 1.12, -0.05], [1.62, 3.52, 0.46], [0.17, 2.98, -0.47], [0.17, 3.15, 1.26], [1.51, -0.79, -0.65], [-0.95, -1.19, -2.60], [-2.31, -1.09, -1.65], [-1.14, 0.20, -1.58], [0.13, -2.35, -1.27], [-1.45, -3.17, 0.52], [-1.47, -1.40, 1.29], [-0.20, -2.26, 1.49]], "mulliken_charge": [0.030, -1.178, 0.230, -0.385, -1.165, 0.393, -1.444, -0.600, 0.202, 0.225, 0.377, 0.237, 0.333, 0.314, 0.296, 0.376, 0.240, 0.429, 0.365, 0.315, 0.410]}


{"formula": "C6H13NO", "method": "ωB97M-V/def2-TZVPD", "gap_ev": 9.399, "homo_energy_ev": -8.74, "smiles": "[H]/N=C(\\C)OC.C=CC", "de_lowest_kj_mol": 480.8, "total_energy_ha": -366.25077, "e_lumo_ev": 0.66, "elements": ["C", "C", "C", "O", "N", "H", "H", "H", "H", "H", "H", "H", "C", "C", "C", "H", "H", "H", "H", "H", "H"], "xyz": [[1.80, 1.61, -0.79], [0.92, -1.96, -0.07], [0.79, -0.53, 0.37], [1.14, 0.37, -1.01], [1.07, 0.03, 1.45], [1.30, -0.59, 2.22], [2.62, 1.70, -1.50], [1.09, 2.43, -0.92], [2.20, 1.67, 0.23], [0.75, -2.07, -1.14], [1.92, -2.32, 0.19], [0.17, -2.56, 0.45], [-1.75, 1.13, 0.77], [-1.29, 0.06, -0.18], [-2.08, -0.90, -0.64], [-0.23, 0.39, -0.86], [-1.02, 1.27, 1.57], [-1.85, 2.09, 0.26], [-2.72, 0.88, 1.22], [-3.11, -1.02, -0.29], [-1.73, -1.66, -1.33]], "mulliken_charge": [-0.696, -1.482, 1.051, -0.488, -0.673, 0.214, 0.243, 0.257, 0.318, 0.310, 0.406, 0.382, -1.190, 0.366, -0.864, 0.375, 0.289, 0.227, 0.404, 0.282, 0.270]}


{"formula": "C6H13NO", "method": "ωB97M-V/def2-TZVPD", "gap_ev": 9.633, "homo_energy_ev": -8.97, "de_lowest_kj_mol": 680.7, "total_energy_ha": -366.17462, "e_lumo_ev": 0.66, "elements": ["C", "C", "C", "C", "C", "C", "N", "O", "H", "H", "H", "H", "H", "H", "H", "H", "H", "H", "H", "H", "H"], "xyz": [[0.80, 0.04, 0.18], [-0.98, -1.71, 0.08], [0.03, -0.53, -2.06], [-1.51, 0.57, -0.41], [1.47, 1.33, 2.10], [-0.37, -0.38, -0.63], [0.92, 0.09, 1.53], [1.88, -0.61, 0.65], [1.64, 1.37, -0.91], [-1.15, -1.60, 1.22], [-0.51, -2.70, -0.09], [-2.07, -1.65, -0.23], [1.01, -1.06, -1.97], [-0.74, -0.92, -2.81], [0.33, 0.48, -2.31], [-2.01, 0.43, 0.54], [-2.18, 0.39, -1.31], [-1.12, 1.67, -0.43], [1.98, 1.94, 1.37], [0.52, 1.79, 2.50], [2.04, 1.06, 2.99]], "mulliken_charge": [-0.029, -1.430, -1.529, -1.663, -0.732, 1.550, -0.079, -0.375, 0.091, 0.332, 0.337, 0.376, 0.353, 0.348, 0.404, 0.416, 0.376, 0.358, 0.330, 0.279, 0.288]}